Record 1
Computed, not measured: C6H5AlN2O5S as an isolated structure, with the ωB97M-V functional and the def2-TZVPD basis.

E_HOMO (spin up / spin down) ... -17.80 / -18.10 eV
Net charge ... +2
LUMO energy (spin up / spin down) ... -11.37 / -10.71 eV

Structure (XYZ):
```
20
Properties=species:S:1:pos:R:3:forces:R:3
O -4.434775 -0.688704 -0.334685 -0.55 1.75 -2.61
C -4.446815 0.091980 -1.185786 -0.92 -2.86 2.14
Al 0.547387 0.332476 -1.247092 2.74 -0.57 1.52
O -1.252661 -0.601435 1.177046 0.55 0.81 -3.23
C -1.071308 -0.136925 0.060776 -0.04 0.23 2.54
C -1.653030 1.454955 -1.890590 -2.77 3.93 -2.38
O -2.110271 2.281915 -2.565703 2.40 -2.96 1.31
C -1.916408 0.746706 -0.692860 -2.93 0.00 2.42
O -3.011624 1.218440 -0.170499 2.83 0.34 -0.47
C 0.009854 -1.682364 -1.673908 -0.67 -5.41 -1.99
O -0.270048 -2.770168 -1.935472 1.09 4.76 1.31
H 0.678783 1.096315 -2.551341 -0.77 0.35 -0.73
N 1.430734 0.438724 2.063793 0.58 -0.36 -0.71
C 2.408699 0.006240 1.267036 0.19 -0.83 1.83
N 3.290749 -0.905191 1.702150 -1.29 1.20 -0.94
S 2.674042 0.679036 -0.286166 -1.35 -0.03 -1.31
H 1.390178 0.113494 3.015730 -0.33 0.03 0.23
H 0.698881 1.035274 1.695589 0.51 0.09 0.52
H 3.875246 -1.303180 0.997869 0.67 -0.24 -0.10
H 3.162389 -1.407587 2.554112 0.06 -0.22 0.65
```
Positions in Å, forces in eV/Å.

***

Record 2
Computed, not measured: a 2-piece molecular cluster, C4H9O overall, with the ωB97M-V functional and the def2-TZVPD basis.

E_HOMO ... -1.92 eV
Net charge ... -1
LUMO energy ... 3.89 eV

Structure (XYZ):
```
14
Properties=species:S:1:pos:R:3:forces:R:3
C -3.162851 0.390122 0.727333 0.45 -0.30 -0.05
O -2.147685 -0.425271 1.093806 0.12 0.00 -0.12
H -2.836042 1.439172 0.493785 -0.16 0.13 0.10
H -3.695141 0.073929 -0.212645 -0.12 0.00 0.03
H -3.969615 0.477803 1.500451 -0.11 0.17 -0.06
C 0.828101 -0.796193 -0.696149 -0.93 0.70 -0.70
C 2.027280 0.108950 -0.735897 0.58 -1.35 0.21
C 2.822009 0.353293 0.301355 -0.18 1.19 -0.16
H -0.012759 -0.468314 -0.068601 0.19 -0.09 0.49
H 0.355814 -0.822745 -1.684066 0.18 -0.14 -0.05
H 1.107472 -1.819295 -0.451021 0.04 0.03 0.18
H 2.438646 0.331413 -1.718242 -0.12 0.14 -0.05
H 3.757182 0.876438 0.120576 -0.01 0.01 0.18
H 2.487586 0.280699 1.329309 0.08 -0.49 0.01
```
Positions in Å, forces in eV/Å.

***

Record 3
Computed, not measured: a 11-piece molecular cluster, C26H68O13 overall, with the ωB97M-V functional and the def2-TZVPD basis.

SMILES string ... C1CCOC1.C1CCOC1.C1CCOC1.COCCOC.COCCOC.CO.CO.CO.CO.CO.CO
E_HOMO ... -9.47 eV
Net charge ... 0
LUMO energy ... 0.26 eV

Structure (XYZ):
```
107
Properties=species:S:1:pos:R:3:forces:R:3
C -2.031814 1.783424 0.350838 -0.36 -1.59 1.33
C -2.083844 0.862794 -0.864482 -0.68 0.43 0.23
C -0.894244 1.332454 -1.645902 0.35 -0.03 -0.99
O -0.811794 2.723964 -1.388252 1.06 -0.27 0.07
C -1.237944 2.957874 -0.054662 -1.10 1.37 -1.13
H -1.530284 1.276684 1.175328 -0.23 -0.15 0.18
H -3.035334 2.078364 0.657508 0.09 -0.18 0.24
H -2.977474 1.145844 -1.420732 -0.14 -0.48 -0.12
H -2.103974 -0.178326 -0.542362 0.01 0.00 -0.44
H -1.011834 1.280544 -2.728302 -0.06 -0.35 0.00
H 0.008596 0.778104 -1.389652 0.32 0.13 0.25
H -1.997604 3.721634 -0.221102 0.60 0.94 0.67
H -0.455504 3.220794 0.657208 0.15 0.19 -0.29
C -3.291864 -7.970896 2.978408 2.61 -0.58 0.13
C -1.980884 -7.765576 2.147338 0.04 0.33 -0.35
C -1.369524 -9.154606 2.001618 -2.92 -0.18 0.73
O -1.723734 -9.787986 3.278658 0.31 0.14 0.27
C -2.720394 -8.997896 3.984928 -0.19 0.21 -0.87
H -4.076074 -8.437346 2.382128 -0.18 0.46 0.12
H -3.511704 -7.061176 3.537118 -0.67 -0.04 -0.46
H -1.311964 -7.122356 2.719108 0.03 0.17 -0.07
H -2.138674 -7.345286 1.154078 -0.06 0.28 0.08
H -0.359334 -9.287416 1.614328 0.23 0.20 0.97
H -2.020984 -9.653346 1.284008 0.13 -0.29 -0.44
H -2.270994 -8.503866 4.846378 0.26 0.08 -0.05
H -3.570184 -9.565126 4.364698 0.41 -0.78 -0.06
C 6.316106 3.120784 4.144798 1.61 1.50 0.56
C 4.905906 2.768454 4.399708 -1.35 -1.00 -0.77
C 4.774996 1.727464 3.300818 -0.58 1.16 -1.36
O 5.460416 2.352574 2.149068 -1.98 -1.60 0.10
C 6.589956 2.973744 2.623568 0.37 -0.14 1.79
H 6.909056 2.393274 4.699088 0.41 0.33 0.04
H 6.549806 4.146144 4.431368 0.29 -0.14 0.46
H 4.166776 3.550484 4.225888 0.20 0.20 0.04
H 4.682046 2.278014 5.347048 0.27 0.31 0.22
H 3.739076 1.622014 2.978558 0.14 -0.52 -0.03
H 5.231556 0.792234 3.624858 0.09 -0.20 -0.38
H 6.741866 3.936334 2.135258 0.11 -0.14 -0.16
H 7.447266 2.304614 2.550278 0.42 0.23 -0.53
C -1.022064 0.694094 -10.079992 -1.57 0.81 -0.22
O -2.103724 -0.139166 -10.515052 0.29 -0.25 -0.18
H -0.885524 0.567804 -9.005972 0.88 -0.42 -0.15
H -0.194514 0.591754 -10.781982 0.22 -0.47 0.63
H -1.340024 1.732644 -10.171552 0.09 0.30 -0.13
H -2.937614 0.304044 -10.342442 0.09 0.02 0.05
C 0.970936 -4.389056 -6.665102 2.62 0.48 0.56
O -0.347694 -4.368716 -6.355462 -2.51 0.03 -0.14
H 1.204186 -4.324106 -7.727872 -0.03 -0.33 -0.06
H 1.455596 -3.529746 -6.201632 -0.01 0.37 -0.08
H 1.461526 -5.217526 -6.154162 0.22 -0.53 -0.50
H -0.827644 -4.672826 -7.129262 -0.29 -0.01 0.22
C -5.017894 9.563964 -0.818062 0.13 0.45 0.89
O -5.351444 8.952724 -2.031352 -0.14 -0.11 -0.29
H -4.468894 10.500264 -0.918242 0.07 0.16 -0.33
H -5.925784 9.811554 -0.268032 -0.15 -0.15 -0.23
H -4.419644 8.937854 -0.156112 0.08 -0.33 -0.03
H -4.551234 8.829764 -2.547252 0.03 -0.02 -0.03
C 0.677916 8.797884 -4.031142 0.09 -0.23 1.12
O -0.366584 7.988614 -4.451342 -1.25 -0.83 -1.08
H 0.582876 9.737384 -4.575572 0.38 -0.09 0.15
H 0.532896 8.927544 -2.958642 0.33 0.75 0.22
H 1.638756 8.293994 -4.135922 0.29 0.33 -0.43
H -0.371154 7.149384 -3.985222 0.14 0.05 0.05
C 5.600416 3.152014 -4.801182 0.68 -0.11 -0.68
O 5.861036 1.796034 -5.037562 -0.58 -1.81 0.38
H 6.201946 3.511924 -3.966482 -0.05 0.41 -0.09
H 5.856856 3.587124 -5.767102 -0.14 1.21 0.35
H 4.540996 3.288714 -4.584282 0.10 -0.13 -0.03
H 6.794446 1.571654 -5.035602 -0.01 0.43 0.08
C -6.820164 -1.397826 -5.723042 0.28 1.78 -0.40
O -7.702034 -0.243496 -5.972032 -0.24 -1.52 0.34
H -6.670114 -1.661526 -4.676122 -0.29 0.27 0.14
H -7.137174 -2.303616 -6.239912 -0.33 0.46 -0.23
H -5.888334 -1.006546 -6.131332 0.47 -0.89 0.06
H -7.524764 0.428874 -5.310152 0.11 -0.11 0.09
C -5.265204 3.759034 6.157158 -1.40 1.10 0.14
O -5.895924 2.618824 6.632578 0.75 -2.10 -0.34
C -7.299744 2.531594 6.533168 0.17 -1.58 -0.37
C -7.710904 1.054404 6.242108 0.52 -0.61 0.68
O -7.648944 0.342374 7.473668 -0.69 0.68 0.21
C -7.562864 -1.058366 7.451008 0.46 0.11 0.64
H -5.543514 4.500224 6.906338 0.64 0.93 -0.24
H -5.709334 4.046124 5.204038 0.03 0.24 -0.28
H -4.187164 3.700554 6.007138 -0.12 -0.57 0.43
H -7.712174 3.111404 5.707438 0.07 0.53 0.13
H -7.672834 2.793134 7.523368 -0.66 0.24 -0.21
H -7.077624 0.529654 5.526778 0.73 0.49 -0.18
H -8.689514 0.913044 5.783388 -0.55 0.62 0.24
H -6.508824 -1.308876 7.331258 0.03 -0.48 -0.46
H -8.223794 -1.594386 6.769868 0.04 0.29 -0.49
H -7.841044 -1.408046 8.445208 -0.03 0.12 0.10
C 9.075826 -4.596866 3.010728 -0.72 0.99 -0.19
O 8.978846 -3.380256 2.229248 0.38 -1.67 0.10
C 9.111746 -3.662176 0.805718 0.31 2.19 1.23
C 7.818026 -3.534306 0.029628 -0.08 -1.22 0.18
O 6.896616 -4.594946 0.401538 0.39 1.83 -0.44
C 5.726906 -4.553676 -0.398042 0.21 -1.64 -0.40
H 8.173166 -5.146876 2.744618 0.39 -0.76 0.19
H 9.059306 -4.374646 4.077698 -0.28 0.46 -0.08
H 10.031396 -5.104346 2.878628 -0.11 -0.27 -0.57
H 9.746786 -4.510926 0.551878 -0.47 -0.48 0.33
H 9.734696 -2.790276 0.606168 -0.02 0.06 -1.12
H 8.078896 -3.613116 -1.025752 0.02 -0.30 -0.35
H 7.365436 -2.545806 0.107768 -0.15 0.04 0.58
H 5.967236 -4.819456 -1.427452 0.28 0.10 -0.34
H 5.119346 -3.651996 -0.475282 0.27 0.36 0.76
H 5.153336 -5.411896 -0.047922 -0.43 0.33 0.13
```
Positions in Å, forces in eV/Å.

***

Record 4
Computed, not measured: C4H9BeMgO4 as an isolated structure, with the ωB97M-V functional and the def2-TZVPD basis.

Multiplicity ... 2
E_HOMO (spin up / spin down) ... -5.42 / -7.55 eV
Net charge ... 0
LUMO energy (spin up / spin down) ... 0.06 / -0.33 eV

Structure (XYZ):
```
19
Properties=species:S:1:pos:R:3:forces:R:3
O 2.072714 1.426521 -0.191396 1.08 -0.84 1.26
Be 2.898558 0.415274 0.839790 1.91 4.36 -2.72
O 2.387641 -0.853850 0.693176 -0.66 -3.97 1.14
C 1.735532 -1.812134 -0.031483 0.01 -0.20 -1.91
O 0.372620 -1.457786 -0.274896 0.18 0.17 1.17
C 0.087041 -0.360102 -1.166441 1.11 1.21 -1.91
C -1.250021 0.168099 -0.710314 0.03 -0.05 -0.32
O -1.074106 0.778165 0.584962 0.72 0.24 0.25
C -2.235639 1.274760 1.218467 -0.26 -0.09 0.14
Mg 0.896587 0.514852 1.061645 -2.54 0.78 -0.63
H 1.735632 -2.786247 0.485794 -0.18 0.45 -0.18
H 2.180912 -1.889522 -1.043739 0.23 -0.23 0.53
H 0.038126 -0.699162 -2.208852 -0.36 -0.26 0.29
H 1.323079 0.782803 -1.459501 -1.30 -1.41 3.11
H -1.980770 -0.645780 -0.565460 0.05 0.18 -0.19
H -1.629027 0.935101 -1.401948 0.06 -0.30 0.10
H -1.916423 1.865938 2.083824 -0.09 -0.15 -0.21
H -2.798904 1.919963 0.528735 0.09 -0.22 0.19
H -2.843543 0.423102 1.557629 -0.07 0.33 -0.10
```
Positions in Å, forces in eV/Å.

***

These records have max |F| values of 5.8 1.5 3.0 5.5 eV Å⁻¹, in the order they appear.
These records have calculated total energy values of -36930.0185 -6339.5913 -54671.7024 -18326.8592 eV, in the order they appear.